Entry 1:
Formula: C20H44BN2O4
Source: the OMol25 dataset
Level of theory: wB97M-V/def2-TZVPD

Last column: Mulliken charge in e.
Element x y z (Å)
O: 0.4526 1.7881 -0.0212  -0.799
O: -1.7242 -3.6401 5.1043  -0.635
O: -2.9799 1.6726 7.4273  -0.698
O: 0.0018 -0.4837 0.8927  -0.693
N: -2.1545 0.5047 5.7013  -0.093
N: -3.2533 -4.7897 3.9491  -0.169
C: -3.9555 2.1089 5.2838  -1.157
C: -2.8634 -4.0682 5.0342  0.799
C: 2.9216 1.5186 -0.5049  -0.775
C: 2.0134 -0.2829 -5.5958  -0.835
C: -0.6657 2.7414 -2.7846  -0.379
C: 1.5302 0.8799 -0.2753  1.252
C: -4.5496 -5.3780 3.6793  -0.824
C: 0.9855 3.3233 -4.7266  -0.534
C: 3.4816 -1.0873 -2.0161  -0.541
C: 1.2876 2.2379 -5.8041  -0.959
C: 2.1602 -1.1281 -4.2667  -0.929
C: 0.8950 0.7866 -5.3768  0.034
C: -3.0012 1.4215 6.2260  0.733
C: -2.0337 0.0760 4.3155  -0.549
C: 1.3683 -0.1961 0.8686  -0.501
C: -3.8793 -3.8243 6.1205  -1.334
C: 3.2447 -0.4223 -3.4100  -0.280
C: 4.1434 0.6205 -0.1358  -0.751
C: -0.5022 3.3144 -4.2426  -0.648
C: 4.6303 -0.3061 -1.2873  -0.795
B: -0.5983 0.8387 0.4539  0.959
H: 1.8111 0.3295 1.7552  0.249
H: 0.0022 0.4902 -5.9553  0.506
H: 2.9221 0.6177 -3.2208  -0.183
H: 0.0401 1.9152 -2.5921  -0.307
H: 3.0610 1.9177 -1.5278  -0.106
H: 1.8688 -0.9218 -6.4830  0.428
H: -1.2337 1.1844 1.4228  -0.378
H: 4.9845 1.3154 0.0871  0.374
H: -3.4190 -3.2370 6.9107  0.294
H: 5.1656 0.3005 -2.0406  0.330
H: 4.0080 0.0436 0.7993  0.308
H: -0.8775 4.3564 -4.2048  0.415
H: 0.6857 2.4910 -6.7046  0.373
H: 2.9741 2.4056 0.1658  0.509
H: -4.7303 -3.2669 5.7254  0.351
H: -1.5453 0.0859 6.3853  0.206
H: 4.2000 -0.4879 -3.9634  0.466
H: -4.4303 -6.4570 3.5574  0.276
H: 2.0341 -1.0778 0.7283  0.266
H: -4.9400 -4.9611 2.7486  0.282
H: 3.8717 -2.1071 -2.2327  0.498
H: 1.1696 -1.1615 -3.7835  0.385
H: -5.2554 -5.1849 4.4809  0.313
H: -2.2167 -0.9992 4.2721  0.052
H: -3.4035 2.6603 4.5216  0.344
H: 2.9911 0.2278 -5.7238  0.345
H: -1.0174 0.2752 3.9765  0.247
H: -1.1185 2.7723 -4.9831  0.321
H: -4.5654 2.8113 5.8470  0.287
H: 0.6245 0.8000 -4.3075  -0.217
H: -2.7330 0.5876 3.6629  0.274
H: 2.3443 2.3523 -6.1112  0.377
H: -2.5220 -4.9089 3.2656  0.230
H: 1.1675 4.3073 -5.2073  0.324
H: 2.5602 -1.1963 -1.4251  0.196
H: 2.4587 -2.1624 -4.5301  0.394
H: -0.4265 3.5530 -2.0765  0.308
H: 1.7034 3.2248 -3.8924  0.215
H: -4.6133 1.3782 4.8111  0.319
H: -1.1900 0.5190 -0.5587  -0.313
H: -4.2173 -4.7720 6.5436  0.425
H: 1.2016 0.4258 -1.2515  -0.571
H: 5.3441 -1.0591 -0.8971  0.369
H: -1.6947 2.3866 -2.6026  0.321

- calculated total energy (a.u.) = -1223.83666
- orbital gap (eV) = 6.214
- spin multiplicity = 1
- largest force on an atom (eV/Å) = 2.08
- charge = -1


Entry 2:
Formula: C20H44ClN4O10
Source: the OMol25 dataset
Level of theory: wB97M-V/def2-TZVPD

Last column: Mulliken charge in e.
Element x y z (Å)
Cl: 2.3694 -2.4718 -1.4669  1.503
O: 3.6496 -2.4600 -0.8049  -0.716
O: -1.8658 -2.9751 -0.5794  -0.902
O: -2.1949 -0.4930 -7.4049  -1.004
O: 1.4442 -3.3769 -0.8079  -0.576
O: 1.7373 -1.1579 -1.5296  -0.674
O: -1.7186 -0.7331 -3.9327  -1.073
O: 2.5748 -2.9330 -2.8340  -0.733
O: -1.0451 -1.0981 1.6659  -0.444
O: -1.0587 -4.7029 4.4703  -0.715
O: -1.2593 -6.4657 2.3038  -0.728
N: 3.0486 0.3540 3.0062  0.468
N: -0.7387 -3.2740 -3.1974  0.000
N: -1.8787 2.6538 -0.7583  0.632
N: -1.0763 0.0207 -1.3927  1.020
C: -1.1372 -2.8231 3.0748  -0.729
C: -0.9216 2.2567 1.6030  -0.933
C: 5.1277 -1.0382 3.4243  -1.270
C: 2.4932 1.5273 2.2525  -0.645
C: -0.7557 3.5501 -1.0334  -0.319
C: -0.4470 3.6898 -2.5862  -1.421
C: -3.0974 3.0179 -1.5520  -0.673
C: -1.3288 -2.3432 1.8329  0.173
C: 2.5062 1.3212 0.7967  -0.721
C: -1.4215 0.3186 -4.8803  -0.093
C: -1.5842 -5.2578 2.1633  0.331
C: 1.1884 0.0135 4.5821  -0.956
C: -4.2219 1.9760 -1.4589  -1.435
C: -1.1946 0.0440 -6.4639  -0.638
C: -1.2779 -4.2519 3.3724  0.322
C: -1.8323 -4.6381 0.8682  -0.764
C: -2.1822 2.6307 0.6980  -1.143
C: 2.6175 0.5048 4.3953  -0.627
C: 4.4836 0.2287 2.9116  -0.484
C: -1.7491 -3.3055 0.6646  0.705
H: -2.5229 3.6354 0.9483  0.390
H: -1.1426 -3.3612 -2.2758  0.299
H: -1.2008 -2.4274 -3.4974  0.268
H: -2.9984 2.0032 1.0562  0.468
H: -0.9347 4.5111 -0.5511  0.459
H: 4.9683 1.0554 3.4310  0.359
H: 0.1348 3.2157 -0.5012  -0.005
H: -2.1065 -5.3193 0.0762  0.337
H: -1.4117 -0.6707 -0.7373  0.293
H: -2.9255 3.0839 -2.6263  0.341
H: 4.8003 0.3245 1.8730  0.277
H: 2.2059 2.2418 0.2962  0.143
H: 3.0701 2.4140 2.5153  0.212
H: -0.9963 -4.0651 -3.7700  0.419
H: -0.2756 2.6896 -2.9843  0.280
H: 0.4644 0.3352 3.8335  0.005
H: 1.8481 0.4987 0.5167  -0.027
H: 1.2050 -1.0751 4.5298  0.290
H: -0.5387 0.8734 -4.5626  0.035
H: -2.2363 1.0369 -4.7887  0.111
H: -1.2324 4.2073 -3.1370  0.329
H: -0.2190 3.0866 1.6786  0.436
H: -4.6966 1.9421 -0.4783  0.382
H: 0.4686 4.2465 -2.7861  0.450
H: -3.4768 3.9943 -1.2507  0.353
H: -1.4029 -0.2021 -2.3221  0.439
H: 4.9061 -1.0494 4.4914  0.308
H: -1.2676 2.0458 2.6149  0.440
H: 0.2610 -3.1396 -3.1460  0.239
H: 3.2782 0.1058 5.1649  0.455
H: -5.0439 2.0973 -2.1643  0.403
H: 0.7552 0.3692 5.5169  0.398
H: 1.4709 1.7550 2.5544  0.332
H: -1.4102 0.9335 -1.1180  -0.532
H: 6.2120 -0.9580 3.3465  0.405
H: 4.7811 -1.9377 2.9156  0.286
H: 3.5104 1.0524 0.4689  0.508
H: -0.8692 1.0159 -6.8348  0.252
H: -0.2737 -0.5379 -6.5032  0.188
H: -0.0666 0.0016 -1.4089  0.334
H: -0.4078 1.3728 1.2250  0.054
H: -0.7124 -2.2197 3.8633  0.296
H: -3.8491 0.9585 -1.5770  0.288
H: 2.6245 1.5507 4.7022  0.266

- calculated total energy (a.u.) = -2219.59461
- ΔE to the lowest compared entry with this formula, charge and spin (kJ/mol) = 217.3
- orbital gap (eV) = 4.087
- spin multiplicity = 1
- largest force on an atom (eV/Å) = 4.18
- charge = -3


Which value of orbital gap does entry 2 give?
4.087 eV